No. 1
One molecule with the formula C17H22N2OS, computed with ωB97M-V/def2-TZVPD.

The value obtained for the calculated total energy is -1243.948588 a.u. The SMILES is CCc1cccc(CC)c1NC(=O)CNCc1cccs1.

CARTESIAN COORDINATES (ANGSTROEM)
C (2.76325, 2.79686, 0.39444)
C (2.44453, 1.95787, -0.84453)
C (2.58387, 0.48735, -0.56851)
C (3.65411, -0.20763, -1.11817)
C (3.86632, -1.54290, -0.83638)
C (3.00218, -2.20778, 0.01273)
C (1.91447, -1.55401, 0.57154)
C (0.95587, -2.32005, 1.44182)
C (-0.29657, -2.70006, 0.65089)
C (1.70230, -0.20512, 0.26581)
N (0.59787, 0.45542, 0.86632)
C (-0.41748, 1.08472, 0.23024)
O (-0.51207, 1.20758, -0.97244)
C (-1.43599, 1.71203, 1.18951)
N (-2.51118, 2.38372, 0.48769)
C (-3.74902, 1.62543, 0.38860)
C (-3.62086, 0.31232, -0.32236)
C (-3.41595, 0.08833, -1.64759)
C (-3.28296, -1.28190, -1.96742)
C (-3.38814, -2.08546, -0.88142)
S (-3.64546, -1.18255, 0.56040)
H (3.77415, 2.58945, 0.74059)
H (2.68864, 3.85574, 0.15824)
H (2.07204, 2.57716, 1.20443)
H (3.13653, 2.23278, -1.64280)
H (1.43528, 2.17822, -1.19184)
H (4.33694, 0.31616, -1.77118)
H (4.70633, -2.06309, -1.27180)
H (3.16574, -3.25067, 0.24278)
H (0.66862, -1.73488, 2.32004)
H (1.44363, -3.22829, 1.80106)
H (-0.76220, -1.81633, 0.22261)
H (-0.03391, -3.36875, -0.16542)
H (-1.01935, -3.19851, 1.29294)
H (0.47974, 0.28468, 1.85523)
H (-0.90181, 2.45750, 1.79445)
H (-1.83791, 0.94945, 1.86264)
H (-2.17544, 2.60109, -0.45007)
H (-4.46676, 2.25950, -0.14088)
H (-4.12182, 1.45942, 1.40422)
H (-3.35474, 0.87672, -2.37599)
H (-3.11588, -1.64764, -2.96462)
H (-3.32691, -3.15390, -0.82584)

Atom charges from the natural (NBO) analysis, given in e for atoms 1 to 2: C -0.595; C -0.436

***

No. 2
C56H65BiN4O5P2 as an isolated structure at a distorted geometry, computed with ωB97M-V/def2-TZVPD.

The value obtained for the calculated total energy is -3665.500447 a.u.

CARTESIAN COORDINATES (ANGSTROEM)
Bi (0.35115, 0.25767, 0.87000)
C (-0.72923, -0.93457, 5.17195)
C (-0.55537, -0.24096, 3.96605)
N (0.10698, -0.75961, 2.95822)
C (0.70712, -1.97891, 3.07044)
C (0.58135, -2.73505, 4.24975)
C (-0.17779, -2.17567, 5.30163)
C (1.22476, -3.98888, 4.34468)
C (1.98598, -4.41620, 3.29802)
C (2.14492, -3.64211, 2.13096)
C (1.52476, -2.42042, 1.98182)
N (1.65193, -1.54655, 0.90660)
C (2.85297, -1.44573, 0.19456)
C (3.53010, -2.47291, -0.41399)
C (4.79933, -2.26572, -1.00400)
C (5.39430, -1.04030, -0.99829)
C (4.69354, 0.06614, -0.45907)
C (5.19623, 1.38608, -0.44556)
C (4.43721, 2.40540, 0.05423)
C (3.13835, 2.12720, 0.51321)
N (2.65466, 0.90715, 0.51546)
C (3.41443, -0.13461, 0.08355)
H (-1.29214, -0.47550, 5.97165)
H (-0.95920, 0.75141, 3.81785)
H (-0.29846, -2.73996, 6.21857)
H (1.11820, -4.57917, 5.24509)
H (2.48705, -5.37388, 3.35449)
H (2.77083, -4.02976, 1.34640)
H (3.08205, -3.45305, -0.47031)
H (5.30329, -3.10730, -1.46066)
H (6.37902, -0.89190, -1.42179)
H (6.18619, 1.57645, -0.84256)
H (4.80224, 3.42221, 0.08212)
H (2.47516, 2.90966, 0.85812)
C (-1.06854, -0.35071, -5.67248)
C (-1.02302, -0.93660, -4.26365)
C (-2.44343, -1.25541, -3.80492)
P (-0.12160, 0.11527, -2.99814)
C (1.38268, 0.56528, -4.00861)
C (2.23344, 1.54105, -3.20566)
C (2.18956, -0.69851, -4.30523)
C (-1.15446, 1.63320, -3.05070)
C (-0.98781, 2.70380, -3.92096)
C (-1.88712, 3.76380, -3.98366)
C (-1.68298, 4.91200, -4.93916)
C (-2.98345, 3.72366, -3.12871)
C (-3.17436, 2.67697, -2.24335)
C (-2.27790, 1.59255, -2.18399)
N (-2.39329, 0.49229, -1.36837)
C (-3.58450, -0.12539, -1.19882)
C (-4.82001, 0.26217, -1.78765)
C (-5.95116, -0.52258, -1.69941)
C (-5.95689, -1.75781, -1.05920)
C (-7.19893, -2.60663, -0.95886)
C (-4.75898, -2.16637, -0.49200)
C (-3.61066, -1.38173, -0.50736)
P (-2.07971, -1.90009, 0.30753)
C (-2.66770, -2.05979, 2.09335)
C (-3.27948, -0.70845, 2.47933)
C (-3.62278, -3.18480, 2.48179)
C (-1.89927, -3.68823, -0.16570)
C (-1.76473, -3.83918, -1.67723)
C (-0.68945, -4.28833, 0.54237)
H (-1.71580, -0.96757, -6.30162)
H (-0.08907, -0.31466, -6.15016)
H (-1.48557, 0.65891, -5.65987)
H (-0.44782, -1.86965, -4.28461)
H (-3.06252, -0.35608, -3.81725)
H (-2.47357, -1.65256, -2.79697)
H (-2.89759, -1.98553, -4.48111)
H (1.09224, 1.03289, -4.95078)
H (2.58657, 1.05034, -2.29639)
H (1.66419, 2.41564, -2.91193)
H (3.11362, 1.86389, -3.76957)
H (2.35248, -1.27183, -3.38765)
H (3.16939, -0.44367, -4.71756)
H (1.68710, -1.35056, -5.02063)
H (-0.12901, 2.72785, -4.58444)
H (-0.70294, 4.85521, -5.41514)
H (-1.75230, 5.87458, -4.42742)
H (-2.43471, 4.91276, -5.73199)
H (-3.70159, 4.53842, -3.15129)
H (-4.01745, 2.70011, -1.56533)
H (-4.86879, 1.17460, -2.36215)
H (-6.86499, -0.17468, -2.17197)
H (-7.99389, -2.21341, -1.59300)
H (-7.58223, -2.63907, 0.06455)
H (-7.00677, -3.63771, -1.26389)
H (-4.72147, -3.15933, -0.05429)
H (-1.75580, -2.21847, 2.67188)
H (-4.25196, -0.59181, 1.99908)
H (-2.67019, 0.14050, 2.15104)
H (-3.42021, -0.63485, 3.56137)
H (-4.58324, -3.09602, 1.97540)
H (-3.81870, -3.13001, 3.55724)
H (-3.20698, -4.17273, 2.27691)
H (-2.79944, -4.21591, 0.16130)
H (-0.93317, -3.23674, -2.05658)
H (-2.67143, -3.52041, -2.18598)
H (-1.57756, -4.88441, -1.93749)
H (0.22407, -3.79444, 0.20450)
H (-0.60160, -5.35476, 0.31883)
H (-0.74891, -4.17978, 1.62851)
O (1.08293, 3.81731, 3.40256)
C (1.28627, 2.63631, 3.18749)
O (0.57427, 1.94552, 2.33702)
C (2.38504, 1.93343, 3.95194)
C (2.95922, 2.61920, 5.01682)
C (3.98220, 2.06533, 5.79066)
C (4.40596, 0.80589, 5.44692)
O (5.38282, 0.04810, 6.02719)
C (5.43497, -1.17191, 5.28439)
O (4.44783, -1.10701, 4.25587)
C (3.84570, 0.11781, 4.38846)
C (2.84004, 0.64570, 3.62741)
H (2.58690, 3.60959, 5.23524)
H (4.42128, 2.60049, 6.62069)
H (5.21599, -2.01039, 5.94824)
H (6.42419, -1.28042, 4.83555)
H (2.43836, 0.08000, 2.80250)
C (1.22695, 5.64910, -0.51125)
C (0.20338, 5.32312, 0.59012)
C (-0.40338, 4.01137, 0.11670)
O (0.66916, 3.32766, -0.55062)
C (1.38620, 4.32484, -1.27908)
H (2.17371, 5.99184, -0.09396)
H (0.85510, 6.42635, -1.17894)
H (-0.55350, 6.10111, 0.69026)
H (0.68067, 5.18055, 1.55807)
H (-1.21845, 4.17333, -0.58470)
H (-0.73977, 3.38188, 0.93717)
H (0.97477, 4.40854, -2.28872)
H (2.42344, 3.99414, -1.35733)

Atom charges from the Mulliken analysis, given in e for atoms 1 to 2: Bi 2.938; C -1.195

***

No. 3
A 9-piece molecular cluster, C48H114BF4N7O18 overall at a distorted geometry, computed with ωB97M-V/def2-TZVPD.

The net charge is +4. The value obtained for the calculated total energy is -4057.911340 a.u.

CARTESIAN COORDINATES (ANGSTROEM)
C (-0.45030, -0.27932, 0.88131)
C (-0.37694, -0.88125, -0.36103)
C (0.19846, -0.22434, -1.60354)
O (0.43296, -0.87196, -2.66244)
C (0.50720, 1.13724, -1.51905)
C (0.50345, 1.80653, -0.26539)
C (0.03520, 1.04288, 1.05764)
O (0.21729, 1.58767, 2.14999)
O (0.85995, 2.99266, -0.14325)
O (-0.72817, -2.11073, -0.39941)
H (-0.80721, -0.84314, 1.73266)
H (0.89215, 1.70215, -2.35852)
C (2.79730, -5.63171, -3.79032)
O (2.34967, -4.93884, -2.62438)
C (3.29084, -5.04848, -1.56442)
C (2.75047, -4.19089, -0.44646)
N (1.29350, -4.51419, -0.22521)
H (0.90076, -3.71309, 0.28404)
H (0.88964, -4.44637, -1.16693)
C (1.01007, -5.77853, 0.51579)
C (-0.45578, -6.13551, 0.70483)
O (-1.29881, -5.88453, -0.38274)
C (-2.67262, -6.13802, -0.10236)
H (3.32264, -6.55386, -3.53288)
H (3.56468, -5.01952, -4.27801)
H (1.95924, -5.77048, -4.46537)
H (4.23950, -4.65030, -1.93810)
H (3.50325, -6.07541, -1.25733)
H (2.75079, -3.10602, -0.54404)
H (3.26407, -4.42153, 0.48905)
H (1.55984, -5.74186, 1.45443)
H (1.47587, -6.63309, 0.01977)
H (-0.78342, -5.46590, 1.51632)
H (-0.61966, -7.12396, 1.14298)
H (-2.99034, -5.45409, 0.68864)
H (-2.77959, -7.21167, 0.05447)
H (-3.27530, -5.88481, -0.97366)
C (-1.39514, 4.05953, 4.83988)
O (-1.90373, 3.79414, 3.51828)
C (-2.17887, 4.94430, 2.73195)
C (-0.89902, 5.60146, 2.22350)
N (0.23214, 4.63504, 2.05097)
H (0.01091, 3.84430, 2.66903)
H (0.35735, 4.23553, 1.10706)
C (1.59688, 5.23456, 2.36562)
C (1.96089, 5.39862, 3.81635)
O (1.98776, 4.15076, 4.50258)
C (2.53379, 4.25890, 5.79776)
H (-2.17985, 4.36718, 5.53079)
H (-0.60248, 4.80356, 4.74910)
H (-0.94678, 3.11981, 5.15721)
H (-2.83979, 5.65015, 3.23630)
H (-2.71628, 4.55428, 1.86457)
H (-0.58468, 6.34123, 2.95946)
H (-0.99397, 6.05093, 1.23731)
H (1.74132, 6.18346, 1.85728)
H (2.29911, 4.49088, 1.98712)
H (1.43267, 6.17068, 4.38394)
H (3.01187, 5.71261, 3.78227)
H (1.90764, 4.79290, 6.51671)
H (3.50401, 4.76863, 5.83678)
H (2.76292, 3.25820, 6.16413)
C (-5.80610, -0.16682, 6.69054)
O (-6.32379, 0.80930, 5.77239)
C (-5.52044, 1.95061, 5.49668)
C (-4.25382, 1.62709, 4.72443)
N (-4.53938, 0.77075, 3.50268)
H (-4.98323, -0.12526, 3.72127)
H (-5.29694, 1.24824, 3.00478)
C (-3.44248, 0.63786, 2.48515)
C (-3.81347, -0.45329, 1.49149)
O (-5.20118, -0.51060, 1.30719)
C (-5.70958, -1.58804, 0.54986)
H (-6.10545, -0.06895, 7.73590)
H (-4.73238, -0.33083, 6.60090)
H (-6.36354, -1.05921, 6.40169)
H (-5.38323, 2.36265, 6.50026)
H (-6.18536, 2.56876, 4.89011)
H (-3.56906, 1.01641, 5.30835)
H (-3.81547, 2.55983, 4.37634)
H (-2.48544, 0.40604, 2.94825)
H (-3.38067, 1.64737, 2.07961)
H (-3.48481, -1.39585, 1.95183)
H (-3.32085, -0.33413, 0.52434)
H (-5.34735, -2.53228, 0.97976)
H (-5.22557, -1.59258, -0.43361)
H (-6.79063, -1.52764, 0.54711)
C (4.76417, 2.86190, 2.15171)
O (4.57690, 3.29275, 0.80443)
C (4.50568, 2.20834, -0.07900)
C (4.13684, 2.71010, -1.50095)
N (3.07725, 3.78279, -1.50004)
H (2.53796, 3.73707, -2.37558)
H (2.32804, 3.51855, -0.84178)
C (3.74345, 5.14210, -1.36128)
C (2.71157, 6.20006, -1.65675)
O (1.61115, 6.03016, -0.77227)
C (0.38212, 6.32089, -1.41558)
H (3.81758, 2.48007, 2.53888)
H (5.13407, 3.72630, 2.70099)
H (5.58302, 2.14033, 2.23183)
H (3.91009, 1.34776, 0.25309)
H (5.51542, 1.78762, -0.18785)
H (3.70470, 1.81347, -1.94626)
H (5.02758, 3.01278, -2.03694)
H (4.60596, 5.16771, -2.01964)
H (4.02970, 5.18324, -0.31339)
H (2.50184, 6.17209, -2.73310)
H (3.09675, 7.22022, -1.56898)
H (-0.49653, 6.12446, -0.79615)
H (0.27147, 5.65182, -2.27367)
H (0.26206, 7.35930, -1.73203)
C (-1.26519, -0.95281, 6.29115)
O (-0.52274, -0.30051, 5.28311)
C (0.74492, 0.09591, 5.78416)
C (1.68349, 0.28972, 4.61396)
N (1.58437, -0.85681, 3.64307)
H (0.61375, -1.11059, 3.44684)
H (1.99829, -0.61824, 2.74235)
C (2.24581, -2.15972, 4.16325)
C (1.77090, -3.27278, 3.22528)
O (0.49591, -3.19139, 2.62989)
C (-0.59024, -3.56155, 3.46654)
H (-1.38415, -0.37123, 7.20768)
H (-0.84715, -1.91770, 6.60945)
H (-2.23391, -1.29266, 5.91855)
H (1.20084, -0.60464, 6.49499)
H (0.65490, 0.98458, 6.41498)
H (2.73938, 0.44059, 4.83212)
H (1.39898, 1.20207, 4.08705)
H (1.96297, -2.25760, 5.20705)
H (3.32404, -2.05560, 4.07495)
H (1.84829, -4.26232, 3.69646)
H (2.47949, -3.43221, 2.40797)
H (-0.66097, -2.89057, 4.32978)
H (-0.56097, -4.62763, 3.69229)
H (-1.48565, -3.31206, 2.89279)
C (-4.32591, 0.49053, -4.16109)
O (-3.15017, 0.38857, -3.36795)
C (-3.32902, -0.23336, -2.13039)
C (-3.32079, -1.77808, -2.24479)
N (-2.14914, -2.21924, -3.10529)
H (-2.09795, -1.84268, -4.05570)
H (-1.30482, -1.85270, -2.63985)
C (-2.11989, -3.71554, -3.23628)
C (-0.80195, -4.24740, -3.80310)
O (-0.39482, -3.58624, -4.99857)
C (-0.97062, -4.12054, -6.18240)
H (-4.72394, -0.46784, -4.49347)
H (-4.06335, 1.17152, -4.96829)
H (-5.10708, 1.05042, -3.63491)
H (-4.22959, 0.16815, -1.65664)
H (-2.49631, 0.05215, -1.48435)
H (-4.21625, -2.15009, -2.73940)
H (-3.11961, -2.28172, -1.30256)
H (-2.96213, -4.09813, -3.80468)
H (-2.07139, -4.10229, -2.21620)
H (-0.94658, -5.32520, -3.91515)
H (0.06274, -4.09394, -3.15733)
H (-0.88106, -3.41011, -7.00254)
H (-2.06300, -4.25196, -6.16624)
H (-0.63313, -5.11410, -6.48118)
C (-1.78167, -0.88470, -7.48525)
O (-0.53756, -0.67065, -6.88766)
C (-0.44704, 0.58975, -6.22567)
C (0.99445, 0.97717, -6.04497)
N (1.72436, -0.01112, -5.15759)
H (2.49488, 0.45274, -4.65128)
H (1.15048, -0.27699, -4.32824)
C (2.15730, -1.25627, -5.85185)
C (2.91586, -2.18230, -4.89159)
O (3.76910, -1.40192, -4.09314)
C (4.14542, -2.00041, -2.87870)
H (-2.60065, -0.78076, -6.76019)
H (-1.86580, -1.88199, -7.91457)
H (-2.07013, -0.19864, -8.28998)
H (-0.96240, 0.55822, -5.26140)
H (-0.99037, 1.36427, -6.77448)
H (1.07555, 1.86462, -5.41730)
H (1.52648, 1.06652, -6.98768)
H (2.75009, -0.87301, -6.68054)
H (1.31502, -1.84803, -6.19862)
H (3.46039, -2.88550, -5.52908)
H (2.19711, -2.73648, -4.27893)
H (3.26469, -2.17752, -2.24062)
H (4.68004, -1.25089, -2.29501)
H (4.70830, -2.92099, -3.03568)
B (3.08635, 2.81778, -4.75091)
F (2.84590, 3.22089, -6.06335)
F (2.01162, 3.22586, -3.92716)
F (3.22904, 1.43753, -4.70733)
F (4.28568, 3.40972, -4.29865)

Atom charges from the Mulliken analysis, given in e for atoms 1 to 2: C -1.250; C 0.177

***

No. 4
One molecule with the formula C4H8ClNO at a distorted geometry, computed with ωB97M-V/def2-TZVPD.

The value obtained for the calculated total energy is -747.322568 a.u. The SMILES is NC/C(=C/Cl)CO.

CARTESIAN COORDINATES (ANGSTROEM)
N (0.87191, 1.56542, -1.94204)
C (1.27045, 1.01524, -0.64572)
C (0.20380, 0.10810, 0.03477)
C (0.03413, 0.26893, 1.31672)
Cl (-0.87135, -0.57907, 2.34128)
C (-0.65557, -0.79443, -0.86654)
O (-0.01932, -0.95130, -2.16083)
H (0.69074, 0.76917, -2.61641)
H (1.57536, 2.10221, -2.47481)
H (1.40105, 1.78745, 0.12129)
H (2.44142, 0.53634, -0.77276)
H (0.55720, 1.12173, 1.77810)
H (-0.75384, -1.76256, -0.31602)
H (-1.60510, -0.25487, -0.92033)
H (-0.55950, -1.38986, -2.75519)

Atom charges from the natural (NBO) analysis, given in e for atoms 1 to 2: N -0.874; C -0.211

***

Relative energy (zero: lowest compared OMol25 entry of this formula, charge and spin) list, top to bottom, in eV: 0.163; 0.964; 0.000; 2.068
HOMO-LUMO gap list, top to bottom, in eV: 9.11; 4.75; 7.63; 9.43